The following is a quantum chemistry calculation of a single C2HClN2OS molecule in a non-equilibrium geometry, from the OMol25 dataset.

The geometry in XYZ format:
```
8
Properties=species:S:1:pos:R:3:forces:R:3
O -1.45471 -1.72019 -0.07173 0.677 0.114 0.664
C -0.64776 -0.82181 0.00640 -2.361 0.179 -1.198
N 0.70778 -0.92117 0.01187 2.184 -0.951 -0.366
C 1.34645 0.13732 -0.12495 -3.539 2.429 1.112
Cl 2.93821 0.41975 -0.06212 2.054 0.191 -0.215
S 0.11875 1.73929 -0.03440 1.581 -2.673 -0.323
N -1.05684 0.50755 -0.09800 -0.977 0.534 0.798
H -1.95187 0.65925 0.37293 0.382 0.178 -0.474
```
Forces are in eV/Å.

The calculated total energy is -1119.91739 Eh. As for the gap between HOMO and LUMO: 8.73 eV. The structure (SMILES) is O=c1nc(Cl)s[nH]1. The energy above the lowest of the compared OMol25 structures with the same formula, charge and spin is 0.0 kJ/mol.

natural (NBO) population analysis, charges in e, atoms 1 to 2: -0.55, 0.73